{"formula": "C20H60O20", "method": "wB97M-V/def2-TZVPD", "max_force_ev_per_a": 2.2, "homo_ev": -9.2, "symbols": ["H", "H", "O", "H", "C", "H", "H", "C", "H", "O", "H", "C", "H", "H", "H", "H", "H", "H", "C", "H", "H", "H", "C", "O", "H", "H", "H", "H", "O", "O", "H", "C", "O", "H", "H", "C", "C", "C", "H", "O", "H", "C", "H", "H", "H", "H", "H", "H", "H", "H", "H", "O", "H", "H", "O", "C", "O", "H", "O", "H", "H", "H", "O", "H", "C", "O", "H", "H", "O", "H", "C", "H", "H", "H", "H", "C", "C", "H", "C", "O", "H", "H", "H", "O", "H", "H", "H", "C", "H", "O", "O", "C", "O", "H", "H", "C", "H", "H", "O", "C"], "coordinates": [[-23.89845, 30.70335, 27.10200], [-21.18687, 30.12634, 27.07370], [-19.40017, 29.51974, 34.64310], [-28.53714, 29.42856, 32.30392], [-20.38942, 30.83328, 26.83889], [-18.59916, 30.98667, 33.44436], [-22.41972, 25.97191, 26.74531], [-23.41754, 25.55845, 26.89616], [-18.55658, 26.08267, 30.10798], [-20.87858, 32.14313, 26.46477], [-28.30405, 25.18892, 31.70957], [-28.26962, 28.63280, 29.19235], [-22.36962, 27.05528, 23.93250], [-25.71524, 26.63128, 32.69038], [-25.04836, 32.69223, 27.67013], [-18.98628, 28.15245, 29.63024], [-25.20170, 26.33186, 26.77960], [-28.10640, 30.54304, 28.98728], [-24.08059, 32.58053, 27.17376], [-22.17341, 30.68424, 33.33369], [-22.64017, 26.53918, 29.82801], [-24.90296, 30.31557, 31.82041], [-27.93494, 28.57348, 30.66692], [-23.72271, 29.59706, 33.31137], [-18.83530, 29.43324, 26.40279], [-21.77676, 28.66516, 28.91216], [-20.16202, 30.65479, 31.57487], [-27.91472, 27.72206, 28.71216], [-23.58119, 29.04166, 28.01394], [-24.30640, 26.66687, 26.66080], [-19.91165, 24.98924, 31.83710], [-22.76691, 29.07301, 29.13880], [-23.36211, 24.65509, 24.63960], [-18.46283, 26.74440, 31.66408], [-20.43677, 30.63288, 24.32794], [-23.65279, 24.35452, 25.98342], [-19.16480, 30.05630, 33.34747], [-23.87990, 33.79587, 26.25846], [-24.19165, 34.69681, 26.79645], [-23.52672, 26.92057, 29.89354], [-26.62693, 23.66927, 32.31637], [-20.36248, 25.84742, 31.33120], [-24.00488, 26.60607, 22.24295], [-23.24399, 32.68993, 27.87066], [-22.58621, 27.30102, 21.48705], [-23.81494, 28.13224, 27.77676], [-25.06481, 31.87074, 33.69671], [-24.82339, 34.66616, 24.79723], [-21.47849, 32.02960, 25.71912], [-23.45684, 25.20594, 27.92961], [-26.50884, 24.49882, 33.79859], [-27.68571, 29.77538, 28.58905], [-28.24159, 27.63050, 31.12381], [-26.70309, 31.09029, 33.48916], [-28.50650, 29.67434, 31.37624], [-25.65881, 30.95585, 33.77139], [-24.06738, 31.39305, 26.44583], [-20.93067, 29.31540, 32.41745], [-25.65084, 30.56974, 35.11684], [-29.35262, 28.72316, 29.07304], [-24.66898, 23.95752, 25.99063], [-24.26013, 28.31916, 20.63086], [-28.05820, 25.18911, 32.63921], [-23.83476, 28.97327, 34.03453], [-25.00080, 29.95401, 32.84382], [-23.85342, 28.44196, 24.39290], [-19.86344, 30.98760, 27.78367], [-22.77213, 28.30962, 31.12729], [-24.86104, 33.80216, 25.21402], [-18.54958, 29.25199, 34.99812], [-19.33649, 30.24105, 25.86773], [-24.97774, 26.26729, 30.49953], [-24.81762, 30.82350, 35.52094], [-18.54753, 30.99239, 25.76981], [-24.70538, 25.15951, 32.42755], [-23.45521, 28.29212, 30.27551], [-25.67826, 25.62965, 32.25639], [-22.61645, 30.11854, 29.41651], [-22.85411, 27.95892, 23.55490], [-24.15396, 28.59328, 21.54549], [-23.05174, 23.50029, 26.30924], [-18.53710, 29.32632, 32.82930], [-22.84731, 33.93684, 25.93320], [-25.77522, 25.83358, 30.84747], [-22.42168, 24.73960, 24.46600], [-20.78104, 24.68859, 29.85965], [-22.12887, 28.76256, 23.42398], [-23.41704, 27.52323, 22.16321], [-25.61307, 29.04867, 32.78648], [-19.90708, 29.88848, 24.62656], [-21.36740, 31.19098, 33.18121], [-19.15203, 26.66284, 30.81726], [-21.25971, 25.39161, 30.30821], [-24.00911, 27.83745, 25.12642], [-20.93964, 26.35793, 32.10075], [-20.45689, 30.28900, 32.56023], [-26.84512, 28.62316, 30.74342], [-24.48995, 28.60646, 30.39109], [-19.58039, 27.93108, 30.35345], [-26.77035, 24.66166, 32.75030]], "forces_ev_per_angstrom": [[-0.157, -0.573, -0.394], [-0.285, 0.038, -0.476], [-0.531, -0.051, 0.120], [-0.067, 0.077, 0.035], [0.806, 0.445, 0.202], [-0.068, 0.165, -0.112], [0.071, -0.113, -0.161], [-0.198, -0.285, 0.008], [-0.399, 0.044, -0.527], [0.456, -1.127, -0.104], [0.068, 0.022, -0.066], [-0.565, 0.684, 0.602], [0.235, 0.123, 0.264], [-0.194, -0.221, 0.754], [0.042, 0.101, 0.262], [-0.154, 0.377, -0.037], [-0.162, 0.212, -0.014], [0.032, 0.071, 0.007], [0.003, 1.511, -0.744], [-0.200, 0.071, 0.077], [0.080, -0.110, 0.199], [0.003, 0.330, 0.129], [0.459, -0.206, 0.173], [0.731, -0.124, 0.144], [-0.369, -0.662, -0.549], [0.099, -0.244, 0.287], [-0.032, 0.102, -0.082], [0.124, 0.157, -0.157], [-0.273, 0.475, -0.761], [0.256, -0.858, 0.210], [-0.141, -0.204, 0.043], [-0.570, -0.139, 0.748], [-0.469, 0.033, -0.714], [-0.098, 0.341, 0.266], [0.027, 0.049, -0.073], [0.651, 0.154, -0.209], [0.103, 0.109, 0.142], [-1.603, 0.611, 0.349], [0.784, -0.076, 0.854], [-0.497, -0.197, -0.504], [-0.243, 0.094, -0.538], [0.990, -0.223, -0.193], [-0.295, 0.096, 0.248], [-0.093, -0.387, 0.384], [0.363, -0.189, 0.260], [-0.049, -0.044, -0.088], [-0.431, 0.343, -0.300], [-0.035, -0.023, -0.085], [-0.344, -0.016, 0.156], [-0.260, 0.219, 0.160], [-0.535, 0.182, 0.249], [0.306, -0.251, -0.157], [-0.129, -0.093, -0.148], [0.105, 0.291, -0.162], [-0.076, -0.031, -0.302], [0.566, 0.622, -0.483], [0.655, -0.175, 0.084], [-0.093, -0.039, -0.065], [-0.150, -0.752, 0.668], [-0.145, -0.403, 0.008], [-0.220, 0.461, 0.142], [-0.168, 0.202, -0.055], [-0.427, -0.137, 0.053], [0.029, 0.047, 0.091], [-0.792, -0.672, 0.074], [-0.397, 0.088, 0.383], [0.023, 0.177, 0.080], [-0.672, 0.626, 0.558], [0.434, -0.633, -0.500], [-0.022, 0.027, 0.100], [-0.860, 1.399, 0.942], [0.179, -0.202, 0.170], [0.038, 0.015, -0.055], [-0.019, 0.201, -0.320], [0.085, 0.057, 0.520], [1.950, -0.329, -0.924], [0.226, -0.344, -1.362], [-0.084, 0.046, 0.090], [-0.515, -0.351, -1.563], [0.152, -0.501, 0.386], [0.245, 0.117, 0.321], [-0.076, 0.176, -0.579], [0.000, -0.342, -0.330], [-1.003, -0.423, -0.140], [0.085, -0.047, 0.316], [-0.246, -0.038, -0.272], [0.208, -0.160, -0.146], [0.469, 0.799, 0.193], [-0.119, -0.058, -0.016], [0.429, -0.576, 0.171], [0.642, -0.261, -0.226], [-0.892, -0.430, 1.049], [0.599, 0.177, 0.319], [-0.036, -0.094, -0.051], [-0.036, 0.372, -0.295], [0.219, -0.293, 0.553], [0.123, -0.057, 0.035], [0.207, 0.275, 0.416], [0.466, -0.430, -0.371], [1.669, 0.780, 0.353]], "mulliken_charge": [0.30, -0.15, -0.53, 0.34, 0.13, 0.32, 0.25, 0.06, 0.48, -0.52, 0.33, -0.72, 0.07, -0.19, 0.40, 0.17, 0.22, 0.30, -0.15, 0.51, 0.07, 0.28, 0.92, -0.41, 0.31, 0.20, 0.23, 0.30, -0.17, -0.43, 0.46, -0.39, -0.46, 0.29, 0.32, -0.74, -0.47, -0.68, 0.36, 0.01, 0.35, -0.63, 0.29, 0.23, 0.38, -0.07, 0.35, 0.29, 0.33, 0.03, 0.35, -0.47, 0.09, 0.37, -0.63, -0.79, -0.40, -0.10, -0.59, 0.38, 0.31, 0.29, -0.54, 0.25, 0.68, -0.52, 0.27, 0.11, -0.51, 0.31, -0.49, 0.16, 0.34, 0.30, 0.28, 0.49, 0.43, 0.41, 0.06, -0.51, 0.37, 0.23, 0.30, -0.48, 0.30, 0.26, 0.20, -0.58, -0.50, -0.48, -0.60, -0.49, -0.45, 0.38, 0.27, 0.13, -0.38, -0.81, -0.29, -0.84]}